{
  "formula": "C40H45AuN2O3SeSiTe2",
  "method": "the ωB97M-V functional and the def2-TZVPD basis",
  "spin_multiplicity": 2,
  "total_energy_ev": -142839.0206,
  "homo_energy_ev": [-4.246, -4.819],
  "lumo_ev": [1.97, 1.42],
  "relative_energy_kj_mol": 181.1,
  "charge": -1,
  "s_squared": 0.7609,
  "symbols": ["H", "H", "H", "C", "C", "C", "C", "C", "H", "O", "H", "H", "H", "H", "H", "C", "C", "C", "H", "H", "H", "H", "H", "H", "C", "O", "N", "Si", "C", "C", "C", "H", "C", "C", "C", "H", "H", "Se", "H", "H", "H", "C", "H", "C", "C", "H", "H", "H", "Te", "H", "C", "N", "H", "C", "H", "C", "Te", "H", "C", "C", "C", "H", "H", "H", "H", "C", "C", "C", "H", "C", "C", "H", "C", "C", "C", "H", "H", "H", "C", "C", "H", "H", "C", "Au", "C", "O", "H", "C", "C", "H", "C", "C", "H", "H", "H"],
  "positions_angstrom": [[-4.5184, -3.9663, -1.9412], [3.9518, -3.8749, 4.7016], [0.5867, -4.1175, 1.1920], [-1.6327, 4.1498, -0.4664], [-3.8329, -1.9756, -1.4938], [-3.6797, -0.8553, -2.2971], [2.3198, -3.7175, -4.0239], [-3.7135, 4.8918, 0.5398], [1.2480, -6.2250, 2.3081], [3.9271, -1.4567, 4.7171], [-2.5209, 0.6387, 1.5038], [-5.4413, 5.6651, 1.5666], [3.5018, 2.1662, -1.3433], [-0.1545, 0.0195, 3.8118], [3.0754, -4.9663, -0.9688], [-2.6036, 2.0244, 5.0181], [-2.4188, 3.1222, 4.1895], [-1.0144, -1.5404, 0.9894], [-2.6111, 2.1897, -2.5122], [2.1124, -2.8235, -0.2831], [1.3933, -1.7991, -4.3555], [-1.2954, 3.9576, 2.5632], [5.1294, -0.3018, -4.4188], [2.6426, 1.1150, -2.4740], [2.7921, -2.8694, 3.2283], [0.3672, -0.3026, -2.8398], [1.8697, -2.9263, 2.2726], [4.9728, 0.2972, -2.0069], [-0.3890, 4.5455, -1.2275], [-1.7915, 0.9066, 4.8800], [3.2127, -4.0011, 3.9242], [-0.5996, -0.6344, 1.4323], [2.6710, -5.2284, 3.5972], [-3.0502, 2.5519, 0.6583], [-3.4063, 1.2003, 1.2190], [-4.0186, 1.3258, 2.1137], [-3.0512, 3.9956, 4.2918], [4.8131, -0.8489, -0.0633], [-1.5579, -2.0839, 1.7647], [5.9676, -1.4826, -3.3961], [-0.4057, 5.6124, -1.4507], [-0.6199, 1.9818, 3.0700], [-3.3787, 2.0408, 5.7745], [3.3997, -1.5184, 3.6116], [-1.8808, 2.8194, -0.0626], [-3.0440, -3.0281, 0.1940], [2.9913, -6.1268, 4.1105], [-1.9259, 0.0508, 5.5297], [0.9642, 1.9442, 1.6779], [-5.5932, -3.0580, -0.8840], [-1.4278, 3.1045, 3.2176], [1.1087, -0.3206, -0.7169], [2.3797, -3.9671, -5.0764], [1.0535, -0.8429, -1.9361], [-4.1897, 6.8715, 1.2483], [2.7086, -4.2815, -1.7239], [-0.2956, 1.3664, -0.7702], [-5.5331, -2.6853, -2.6087], [5.0719, -0.8623, -3.4802], [-2.6661, 0.0715, -2.0750], [1.3373, -4.1112, 1.9765], [-3.9675, 0.6001, 0.4999], [7.4377, 0.5578, -1.7629], [0.5102, 4.3366, -0.6408], [-1.5304, 1.1826, -3.5003], [3.6097, 1.5626, -2.2485], [-1.7990, -0.1314, -0.9986], [-4.9304, -2.9740, -1.7477], [3.8769, 2.2299, -3.0743], [-4.6944, 5.9926, 0.8430], [-2.9399, -2.1584, -0.4482], [-4.3547, -0.6999, -3.1328], [-3.9486, 3.5880, 0.9304], [2.7931, -4.6092, -3.0686], [-2.5130, 1.2288, -3.0245], [-4.8468, 3.3597, 1.4977], [-5.2216, 6.3075, -0.0607], [3.2233, -5.5559, -3.3726], [-2.5369, 5.1565, -0.1509], [2.1668, -3.0642, -1.3345], [6.5923, 1.9734, -1.1355], [-0.2894, 4.0064, -2.1703], [1.7053, -2.1604, -2.2833], [2.4174, -0.5311, 0.8546], [1.7741, -2.5065, -3.6313], [3.3206, -0.5549, 2.7779], [-0.1559, -2.1374, 0.6784], [6.6030, 1.2388, -1.9426], [-1.9146, -1.2553, -0.1816], [6.7853, 1.7613, -2.8869], [-0.7989, 0.8851, 3.9111], [1.7056, -5.2894, 2.6006], [-3.2748, 1.1853, -3.8028], [-2.3217, 6.1747, -0.4632], [4.2099, -1.5265, -3.5276]],
  "forces_ev_per_a": [[-0.0008, 0.0013, -0.0014], [-0.0002, -0.0038, -0.0015], [0.0078, -0.0120, 0.0075], [-0.0262, -0.0878, 0.0079], [0.0016, 0.0147, -0.0081], [-0.0006, -0.0242, -0.0126], [0.0046, -0.0222, 0.0011], [0.0020, 0.0414, -0.0152], [0.0016, -0.0024, 0.0043], [-0.0019, -0.0109, 0.0057], [0.0203, -0.0080, 0.0231], [0.0008, -0.0004, -0.0007], [0.0060, -0.0005, -0.0033], [-0.0032, -0.0055, -0.0122], [-0.0013, -0.0034, -0.0031], [-0.0092, 0.0071, -0.0110], [-0.0104, -0.0099, 0.0116], [-0.0067, -0.0173, -0.0445], [0.0008, -0.0036, -0.0010], [0.0053, 0.0311, -0.0051], [-0.0092, -0.0088, -0.0085], [0.0017, -0.0039, 0.0146], [0.0069, -0.0032, 0.0008], [-0.0178, -0.0414, -0.0140], [0.0086, -0.0380, 0.0404], [-0.0149, 0.0401, -0.0736], [0.0089, -0.0132, -0.0152], [0.0028, -0.0262, 0.0607], [0.0422, -0.0132, 0.0798], [0.0048, -0.0005, 0.0058], [-0.0002, 0.0082, -0.0028], [-0.0478, -0.0174, -0.0118], [-0.0008, 0.0004, -0.0025], [-0.0274, 0.0616, -0.0360], [0.0202, 0.0083, 0.0408], [-0.0101, -0.0022, 0.0024], [-0.0009, 0.0002, -0.0031], [0.0274, -0.0200, -0.0541], [-0.0072, -0.0078, -0.0055], [-0.0056, 0.0002, 0.0009], [0.0085, -0.0007, 0.0216], [-0.0196, -0.0165, -0.0172], [0.0012, 0.0002, 0.0005], [0.0252, 0.0364, -0.0332], [-0.0006, 0.0335, 0.0209], [0.0028, 0.0011, 0.0026], [-0.0007, -0.0001, 0.0002], [0.0023, 0.0004, -0.0027], [-0.0114, 0.1118, -0.0088], [0.0019, -0.0011, -0.0007], [0.0138, 0.0327, -0.0094], [0.1437, 0.0652, -0.0465], [0.0009, 0.0010, 0.0002], [-0.0995, -0.1354, 0.0817], [-0.0003, -0.0010, -0.0005], [-0.0050, 0.0093, 0.0014], [0.0167, -0.0959, 0.0328], [0.0001, -0.0002, 0.0005], [0.0152, 0.0563, -0.0252], [-0.0125, -0.0365, 0.0340], [-0.0065, -0.0193, -0.0186], [0.0120, -0.0224, -0.0035], [-0.0067, 0.0007, 0.0008], [0.0159, 0.0179, -0.0403], [0.0129, 0.0055, 0.0031], [-0.0003, 0.0472, 0.0056], [-0.0084, 0.1137, -0.0790], [-0.0056, 0.0012, 0.0012], [-0.0030, 0.0008, 0.0038], [-0.0018, -0.0003, -0.0021], [0.0152, -0.0020, -0.0013], [-0.0020, -0.0083, 0.0018], [-0.0059, -0.0347, 0.0113], [-0.0128, 0.0067, -0.0011], [0.0101, 0.0036, 0.0093], [0.0042, -0.0020, 0.0046], [0.0005, 0.0010, 0.0019], [0.0049, 0.0037, -0.0013], [-0.0247, 0.0056, -0.0360], [0.0054, -0.0330, -0.0146], [-0.0071, -0.0029, 0.0016], [-0.0204, -0.0139, -0.0274], [0.0274, 0.0128, 0.0081], [0.0164, -0.0226, 0.0488], [0.0120, 0.0262, 0.0096], [-0.0348, 0.0151, 0.0175], [-0.0603, 0.0473, 0.0223], [-0.0013, -0.0041, -0.0082], [-0.0027, -0.0026, 0.0514], [0.0021, 0.0005, -0.0015], [0.0158, -0.0097, -0.0093], [0.0028, 0.0058, 0.0024], [-0.0018, 0.0029, 0.0034], [0.0079, -0.0031, 0.0063], [-0.0143, -0.0043, 0.0164]],
  "lowdin_spin": [0.0000, 0.0002, 0.0001, -0.0002, -0.0002, 0.0008, -0.0001, -0.0004, 0.0000, 0.0063, 0.0000, 0.0000, -0.0005, 0.0000, 0.0000, 0.0002, 0.0004, 0.0035, 0.0001, -0.0013, 0.0001, 0.0008, 0.0000, -0.0001, -0.0004, 0.0110, 0.0066, 0.0377, 0.0014, -0.0001, 0.0002, 0.0020, -0.0002, -0.0007, 0.0000, 0.0000, 0.0000, 0.3152, 0.0000, 0.0006, 0.0001, 0.0082, 0.0000, 0.0032, -0.0019, 0.0001, 0.0000, 0.0000, 0.0696, 0.0000, 0.0025, 0.0530, 0.0000, 0.0068, 0.0000, -0.0002, 0.0119, 0.0000, 0.0015, 0.0017, 0.0002, 0.0000, 0.0016, 0.0017, 0.0002, 0.0029, 0.0095, 0.0000, 0.0002, -0.0001, 0.0003, 0.0001, 0.0000, -0.0001, 0.0006, 0.0000, 0.0000, 0.0000, 0.0000, -0.0015, 0.0001, 0.0002, -0.0005, 0.3773, -0.0001, 0.0512, 0.0018, 0.0122, 0.0004, 0.0014, 0.0010, 0.0002, 0.0000, 0.0000, 0.0000]
}